1.
DFT (ωB97M-V/def2-TZVPD) results for a cluster of 5 separate species, C21H55FN7O4 in total in a non-equilibrium geometry.

Structure (ORCA input):
```
! wB97M-V def2-TZVPD RIJCOSX def2/J DEFGRID3
* xyz 1 1
C 1.487 -1.496 -2.340
C 0.102 -2.314 -2.025
C -1.159 -1.356 -1.544
C -0.906 -0.627 -0.099
N -0.242 -1.484 0.953
F 0.739 -0.667 1.481
C 0.526 -2.650 0.377
N 1.602 -3.133 1.131
N 0.247 -3.375 -0.920
H 1.339 -0.500 -2.955
H 2.133 -1.225 -1.403
H 2.161 -2.221 -3.006
H -0.211 -2.841 -3.049
H -1.489 -0.591 -2.397
H -2.091 -2.090 -1.414
H -0.335 0.398 -0.316
H -1.963 -0.296 0.344
H 1.432 -3.415 2.122
H 2.524 -3.174 0.638
H -0.622 -3.961 -0.880
C 4.389 -8.070 -1.396
C 3.210 -7.231 -0.910
C 2.055 -7.139 -1.934
O 2.300 -6.239 -3.018
C 3.079 -6.789 -4.071
N 3.697 -5.898 -0.527
H 5.003 -7.547 -2.134
H 5.047 -8.322 -0.556
H 4.044 -9.009 -1.840
H 2.813 -7.722 -0.013
H 1.176 -6.737 -1.414
H 1.766 -8.129 -2.307
H 2.879 -7.854 -4.221
H 4.140 -6.623 -3.876
H 2.828 -6.257 -4.993
H 2.925 -5.374 -0.114
H 3.899 -5.388 -1.392
C 0.962 2.175 6.091
C 0.481 1.562 4.778
C -0.113 2.598 3.796
O -1.436 3.032 4.126
C -1.489 4.057 5.108
N -0.480 0.490 5.075
H 0.139 2.432 6.763
H 1.602 1.465 6.629
H 1.551 3.079 5.909
H 1.355 1.114 4.292
H -0.200 2.118 2.813
H 0.555 3.457 3.662
H -0.643 4.746 5.033
H -1.535 3.615 6.105
H -2.412 4.623 4.957
H -0.726 0.021 4.203
H -1.356 0.937 5.363
C -6.122 0.034 -5.924
C -6.278 -0.526 -4.513
C -5.146 -0.098 -3.551
O -3.916 -0.804 -3.739
C -3.104 -0.295 -4.787
N -6.395 -1.989 -4.590
H -5.353 -0.484 -6.502
H -7.061 -0.071 -6.481
H -5.872 1.100 -5.897
H -7.218 -0.128 -4.110
H -5.466 -0.336 -2.528
H -4.981 0.986 -3.578
H -3.181 0.792 -4.882
H -3.365 -0.781 -5.730
H -2.063 -0.550 -4.564
H -6.594 -2.351 -3.657
H -5.462 -2.358 -4.797
C 0.694 6.303 1.946
C 0.733 7.392 3.015
C 1.807 8.473 2.756
O 3.142 8.063 3.068
C 3.776 7.306 2.046
N 0.909 6.763 4.332
H 1.519 5.592 2.038
H -0.234 5.725 2.026
H 0.727 6.739 0.942
H -0.244 7.892 3.001
H 1.599 9.321 3.421
H 1.749 8.863 1.733
H 3.476 7.629 1.045
H 3.566 6.244 2.185
H 4.857 7.443 2.145
H 0.838 7.484 5.051
H 1.884 6.455 4.394
*
```

Values from the calculation:
E: -43992.7312 eV
relative energy (zero: lowest compared OMol25 entry of this formula, charge and spin): 373.8 kJ/mol
orbital gap: 5.18 eV


2.
DFT (ωB97M-V/def2-TZVPD) results for a structure of composition C24H21N4O4SSbSe4V in a non-equilibrium geometry.

Structure (ORCA input):
```
! wB97M-V def2-TZVPD RIJCOSX def2/J DEFGRID3
* xyz 0 2
V 1.196 -0.142 0.443
O -2.621 -2.646 5.471
N -2.321 -1.487 5.682
O -2.710 -0.839 6.633
C -1.494 -0.789 4.688
C -1.624 0.556 4.647
C -0.909 1.333 3.698
C -0.959 2.733 3.644
C -0.216 3.392 2.696
C 0.530 2.644 1.782
N 0.559 1.328 1.793
C -0.106 0.667 2.758
C 0.087 -0.748 2.843
N 0.971 -1.300 1.967
C 1.280 -2.580 2.104
C 0.672 -3.395 3.051
C -0.290 -2.877 3.885
C -0.592 -1.504 3.818
H -2.286 1.046 5.347
H -1.568 3.274 4.358
H -0.198 4.471 2.637
H 1.142 3.125 1.029
H 2.030 -2.968 1.427
H 0.949 -4.437 3.111
H -0.797 -3.515 4.588
Se 4.022 2.059 -2.591
Sb 4.326 0.239 -1.078
Se 3.239 0.665 1.224
Se 2.186 -1.399 -1.035
Se 6.290 -1.083 -0.915
C 1.203 4.512 -2.381
C 0.370 3.231 -2.476
C -1.095 3.517 -2.097
C 0.468 2.624 -3.889
C 0.827 2.198 -1.550
N 0.994 1.291 -0.870
H 0.746 5.268 -3.020
H 2.223 4.335 -2.712
H 1.228 4.895 -1.360
H -1.543 4.154 -2.860
H -1.150 4.040 -1.141
H -1.678 2.598 -2.025
H -0.007 3.299 -4.603
H -0.035 1.658 -3.936
H 1.514 2.492 -4.160
O -0.850 -4.466 -5.458
C -0.873 -4.787 -4.150
O -0.832 -5.940 -3.824
C -0.954 -3.668 -3.159
C -1.046 -2.321 -3.502
C -1.117 -1.347 -2.522
C -1.089 -1.695 -1.171
S -1.148 -0.444 0.064
C -1.014 -3.047 -0.827
C -0.940 -4.014 -1.810
H -0.862 -3.517 -5.605
H -1.070 -1.991 -4.535
H -1.180 -0.300 -2.787
H -1.017 -3.333 0.216
H -0.863 -5.062 -1.553
*
```

Values from the calculation:
E: -343824.9172 eV
expectation value of S²: 1.122
relative energy (zero: lowest compared OMol25 entry of this formula, charge and spin): 0.0 kJ/mol
orbital gap (alpha / beta): 5.32 / 5.54 eV